(1)
Formula: C4Cd3O12Sn
Source: the Open Molecules 2025 dataset
Level of theory: ωB97M-V/def2-TZVPD

Geometry as XYZ:
```
20
Properties=species:S:1:pos:R:3
Sn -0.16684 0.82701 3.11961
Cd -1.14094 -2.56041 -1.71660
Cd 3.98904 -2.53402 -0.05989
Cd -3.74417 5.75366 -0.25848
O -0.61679 -3.86586 -3.60268
O -1.09117 -0.92528 -0.58220
O 1.48348 -0.66664 5.56455
O 0.16110 -0.12875 1.11403
O 1.59536 -2.26710 -2.16410
O -2.35050 6.22931 -3.87870
O -3.57961 -2.47006 -2.35597
O 1.79334 0.52352 3.21981
O 0.05958 -2.49877 0.73212
O 3.53953 -2.70386 -3.08635
O 2.06116 1.49691 6.25912
O -3.29955 4.29750 -3.07661
C 2.52394 -2.93157 -2.26718
C -0.14743 -1.22235 0.54178
C -2.75371 5.22839 -3.57544
C 1.68417 0.41836 6.07320
```

Energy, eV: -48223.1357

(2)
Formula: C4Cl2N2
Source: the Open Molecules 2025 dataset
Level of theory: ωB97M-V/def2-TZVPD

Geometry as XYZ:
```
8
Properties=species:S:1:pos:R:3
Cl -1.12184 0.00382 2.16681
Cl -2.44671 -0.43781 -0.36549
N 2.27683 0.57827 1.43877
N 0.34791 -0.35934 -2.69669
C 0.21578 0.04698 -0.14595
C 0.35065 -0.18460 -1.53989
C 1.36703 0.39992 0.69276
C -0.98965 -0.04725 0.44968
```

Relative energy (zero: lowest compared OMol25 entry of this formula, charge and spin), kcal/mol: 5.02

(3)
Formula: C4ClF3
Source: the Open Molecules 2025 dataset
Level of theory: ωB97M-V/def2-TZVPD

Geometry as XYZ:
```
8
Properties=species:S:1:pos:R:3
Cl -2.57455 0.35954 -0.38926
F 1.68573 0.59454 0.73190
F -0.82402 -0.58284 1.73214
F 0.50733 1.55827 -0.74851
C -0.56619 -0.23356 0.50988
C 0.91545 -1.33797 -1.45172
C 0.60948 0.52805 0.11104
C 0.24678 -0.88603 -0.49547
```

Relative energy (zero: lowest compared OMol25 entry of this formula, charge and spin), kcal/mol: 34.51

(4)
Formula: C4F12LiN2O8S4
Source: the Open Molecules 2025 dataset
Level of theory: ωB97M-V/def2-TZVPD

Geometry as XYZ:
```
31
Properties=species:S:1:pos:R:3
S 0.75443 3.87881 1.50642
S -2.23628 -2.13707 -1.88229
S -1.45566 -4.38084 -2.58581
S 0.74402 1.33338 1.71411
F 0.96864 -4.84833 -1.68743
F 0.83316 1.88581 4.35682
F -0.13189 -0.00489 3.72258
F 0.79430 -5.14526 -3.80212
F 1.21824 6.55260 1.93661
F 2.57152 5.64828 0.55405
F 2.08217 0.31827 3.68985
F -2.76251 0.25131 -0.94108
F 2.77522 5.19953 2.61994
F -0.62702 -0.32166 -0.81016
F -1.40577 0.06180 -2.84547
F -0.01628 -6.72155 -2.47870
O -0.69830 1.56529 1.52505
O 1.29480 0.27753 0.92293
O -3.00478 -1.93402 -3.11367
O -2.35912 -5.10567 -1.59727
O 0.09493 3.98378 0.23006
O -0.11452 3.95950 2.66789
O -2.98537 -2.49719 -0.66430
O -1.91871 -4.36827 -3.95240
N 1.79284 2.71756 1.52924
N -0.92203 -2.87918 -2.09904
C -1.71571 -0.41757 -1.61890
C 0.86967 0.81713 3.49540
C 0.18288 -5.33087 -2.59068
C 1.91320 5.45689 1.66065
Li 3.46400 2.18488 0.53759
```

Energy, eV: -99656.3915
2S+1: 2

(5)
Formula: C4H10B2
Source: the Open Molecules 2025 dataset
Level of theory: ωB97M-V/def2-TZVPD

Geometry as XYZ:
```
16
Properties=species:S:1:pos:R:3
C -0.03220 -1.33534 2.63365
C -0.60781 0.44287 -0.23538
C 0.55152 0.07668 0.29100
C 0.14036 0.40018 -2.86916
B -0.80605 0.92921 -1.80872
B 0.56122 -0.16976 1.82876
H -1.58567 1.84244 -1.98919
H 0.88312 0.75945 2.63785
H 0.68431 -1.56715 3.38588
H -1.52369 0.56833 0.40354
H 1.43634 0.30683 -0.36652
H 0.69747 -0.65871 -2.75436
H -0.19539 0.32679 -3.89773
H 1.10587 1.04718 -2.81188
H -0.53424 -2.17589 2.17819
H -0.77517 -0.79309 3.37408
```

Relative energy (zero: lowest compared OMol25 entry of this formula, charge and spin), kcal/mol: 0.00

(6)
Formula: C4H10BF6NO5PS
Source: the Open Molecules 2025 dataset
Level of theory: ωB97M-V/def2-TZVPD

Geometry as XYZ:
```
29
Properties=species:S:1:pos:R:3
S -1.79650 1.03983 0.80364
P 1.99957 -3.01047 3.12971
F 2.15208 -2.64115 4.73865
F 2.27878 -4.52012 3.75970
F 2.90657 -3.58434 1.85643
F 3.07960 -1.76110 2.92341
F 0.86801 -1.81794 3.13945
F 0.75435 -3.77316 2.33241
O -2.25571 0.50600 -2.69335
O -0.78411 -0.19785 0.77298
O -3.45877 2.34536 -1.73437
O -1.13776 2.18090 0.20954
O -2.84426 0.51183 -0.36678
N 1.65157 0.59402 1.56696
C 2.70918 0.26152 -0.63180
C 0.24243 -0.19192 -0.21427
C -3.57263 2.93175 -3.03104
C 1.56236 0.27877 0.34326
B -2.83630 1.15543 -1.61592
H -3.82007 3.98098 -2.88965
H -2.61015 -0.38572 -2.75920
H -0.03022 0.37424 -1.10179
H 2.35391 0.38863 -1.65665
H 3.24149 -0.68820 -0.58851
H 0.36986 -1.23048 -0.52942
H 3.41204 1.06271 -0.42241
H 2.60117 0.85895 1.81857
H -4.39235 2.46375 -3.57141
H -2.64414 2.86778 -3.58813
```

Energy, eV: -53151.4995
Total charge: -1

(7)
Formula: C4H10BNO
Source: the Open Molecules 2025 dataset
Level of theory: ωB97M-V/def2-TZVPD

Geometry as XYZ:
```
17
Properties=species:S:1:pos:R:3
O 0.13726 -0.65869 0.52420
N 1.92674 0.68984 -0.33439
C -2.29261 0.11079 0.53253
C -1.30489 -1.12607 0.52049
C 3.12778 -0.26364 -0.14076
C -2.18235 1.10055 -0.57339
B 0.59981 0.40257 -0.17157
H 3.75989 -0.33966 -1.06679
H 3.66345 0.03320 0.70904
H -1.98133 2.10973 -0.34855
H -2.19138 0.46058 1.52836
H 2.59788 -1.12961 0.09145
H -1.35203 -1.64040 -0.53682
H 2.18242 1.55709 -0.80835
H -1.46646 -1.77126 1.37715
H -3.18877 -0.45042 0.44528
H -2.03540 0.91540 -1.74787
```

Relative energy (zero: lowest compared OMol25 entry of this formula, charge and spin), kcal/mol: 87.80

(8)
Formula: C4H10BaO2
Source: the Open Molecules 2025 dataset
Level of theory: ωB97M-V/def2-TZVPD

Geometry as XYZ:
```
17
Properties=species:S:1:pos:R:3
Ba -1.49011 2.29731 1.49043
O 0.23897 0.35402 1.30100
O -0.90789 0.74737 -0.52488
C -1.66669 0.39161 -1.67428
C 0.73669 -0.58827 2.22650
C 1.35570 -0.09450 -0.84926
C 0.07027 -0.16995 -0.06767
H -2.12053 -0.59922 -1.53447
H 2.04119 -0.87213 -0.48977
H 1.84205 0.87895 -0.70877
H -2.44767 1.14913 -1.78698
H -1.02200 0.39106 -2.56201
H 1.80658 -0.74877 2.04278
H 0.22028 -1.56402 1.91936
H -0.36661 -1.18245 -0.09063
H 1.15902 -0.18691 -1.92465
H 0.55075 -0.20324 3.23329
```

Energy, eV: -9091.0801
Total charge: +1
2S+1: 2

(9)
Formula: C4H10Br2Si2
Source: the Open Molecules 2025 dataset
Level of theory: ωB97M-V/def2-TZVPD

Geometry as XYZ:
```
18
Properties=species:S:1:pos:R:3
Br -1.02008 2.50555 -1.58259
Br 0.41521 -2.66714 1.52491
Si 0.12051 -1.98603 -0.56930
Si -0.18807 1.10267 0.10510
C -1.01310 -0.55675 -0.55071
C -0.38738 1.86906 1.86630
C 1.18488 -2.49569 -1.88749
C 1.59098 1.07349 -0.36424
H -0.01856 2.98898 1.90781
H 0.34178 1.50760 2.58620
H -1.46131 1.86109 2.13025
H 2.06294 1.99562 -0.32937
H -1.41502 -0.41936 -1.51944
H 1.65884 0.67873 -1.39303
H -1.89224 -0.89607 0.02428
H 2.37113 0.48720 0.17890
H 1.24292 -2.01348 -2.96445
H 1.80658 -3.28908 -1.81035
```

Energy, eV: -160151.5567

(10)
Formula: C4H10Br3NSi
Source: the Open Molecules 2025 dataset
Level of theory: ωB97M-V/def2-TZVPD

Geometry as XYZ:
```
19
Properties=species:S:1:pos:R:3
Br -2.35207 -3.67633 0.24514
Br -1.48657 -1.96137 3.26182
Br -3.76953 -0.32265 0.97405
Si -1.98528 -1.70324 1.10691
N 0.48066 -0.83267 0.06166
C 1.82858 1.24441 0.30728
C 0.62466 -1.12616 -1.29607
C 0.43465 0.54739 0.44170
C -0.48248 1.48821 -0.35629
H -0.91051 2.25750 0.27974
H -1.20029 0.76186 -0.84659
H 1.60530 2.27576 0.15585
H 0.09926 -0.60927 -2.15039
H 1.57608 -0.79081 -1.60802
H 0.17599 0.53030 1.49130
H 2.26299 0.95435 -0.71926
H 0.47937 -2.27178 -1.46085
H 0.19615 2.09111 -1.02696
H 2.42302 1.14341 1.13899
```

Energy, eV: -223805.4627

(11)
Formula: C4H10BrPS
Source: the Open Molecules 2025 dataset
Level of theory: ωB97M-V/def2-TZVPD

Geometry as XYZ:
```
17
Properties=species:S:1:pos:R:3
Br -4.12261 0.62920 -0.12379
S -0.74033 -2.69280 0.54579
P -3.00760 -1.16175 -0.56316
C 0.83054 0.14332 0.28763
C -1.35976 -0.97078 0.33202
C 1.44811 1.45688 -0.19632
C -0.52400 0.06470 -0.32864
H -1.71171 -0.68732 1.39845
H -3.31521 -2.01579 0.51860
H 0.12502 -3.05767 -0.46335
H 2.45361 1.48362 -0.15536
H -0.43781 -0.14947 -1.34292
H -0.99589 1.00540 -0.19098
H 1.31764 -0.79576 0.00892
H 0.82081 0.08298 1.38034
H 1.20968 1.51251 -1.28470
H 1.12357 2.27365 0.37333
```

Relative energy (zero: lowest compared OMol25 entry of this formula, charge and spin), kcal/mol: 25.86

(12)
Formula: C4H10Cl
Source: the Open Molecules 2025 dataset
Level of theory: ωB97M-V/def2-TZVPD

Geometry as XYZ:
```
15
Properties=species:S:1:pos:R:3
Cl -1.30964 -1.16956 -0.74889
C -1.85959 0.25455 1.53032
C -3.05071 2.39674 1.85674
C -1.33506 2.29775 0.04998
C -1.76569 1.72218 1.40707
H -0.44248 1.80992 -0.31364
H -2.11583 2.20218 -0.69295
H -1.74886 -0.35328 0.21840
H -2.80725 -0.22216 1.86925
H -2.90706 3.45844 2.03271
H -0.89344 -0.13799 1.81571
H -3.40343 2.01358 2.81316
H -1.11733 3.37471 0.08947
H -3.83799 2.30442 1.11121
H -0.95689 1.99567 2.09854
```

2S+1: 2
Relative energy (zero: lowest compared OMol25 entry of this formula, charge and spin), kcal/mol: 17.13

Going through the records in order, we get largest force on an atom values of 11.2, 4.7, 4.5, 7.2, 4.3, 0.9, 4.3, 2.1, 4.8, 3.5, 3.7, 1.7 eV/A.